*1*
# C14H52N8O12

12 unconnected molecules or ions with the total composition C14H52N8O12 (wB97M-V/def2-TZVPD, the OMol25 dataset).

```
86
C14H52N8O12, DFT wB97M-V/def2-TZVPD
N 2.62175 1.68040 -3.66347
C 1.62025 2.32624 -3.21276
N 1.87589 3.00682 -2.12265
O 0.39689 2.38285 -3.75274
H 2.36548 1.23346 -4.52177
H 3.53249 1.53607 -3.23516
H 1.25973 3.75838 -1.74686
H 2.64875 2.74109 -1.59467
N -0.89243 2.76764 1.85293
C -1.60141 3.85624 1.82982
N -2.04494 4.18686 0.66197
O -1.82738 4.60641 3.00393
H -0.36602 2.62365 2.78556
H -0.37613 2.32551 1.12335
H -2.74512 4.94774 0.58331
H -1.78712 3.78151 -0.31567
N 0.21309 1.28969 3.76871
C 1.43357 1.68552 3.73171
N 1.87299 1.80784 2.50293
O 2.05934 2.10819 4.84708
H -0.23528 1.15927 4.68636
H -0.08291 0.75645 3.02763
H 2.82718 2.24959 2.44090
H 1.44810 1.66570 1.61018
N -1.86376 -0.77464 4.30833
C -1.06382 -1.46374 3.60356
N -0.69969 -2.52876 4.19540
O -0.86907 -1.13149 2.25635
H -2.23015 0.14802 3.98380
H -2.00279 -1.18234 5.28963
H -0.74702 -2.67237 5.19869
H -0.07624 -3.03553 3.65395
C -0.32306 -2.15320 -4.70205
C -1.76601 -1.75205 -4.36929
O -2.56560 -1.84592 -5.54463
H 0.30830 -1.29596 -4.94770
H -0.25958 -2.94223 -5.48311
H 0.23328 -2.64537 -3.87366
H -1.86383 -0.76130 -3.84287
H -2.11326 -2.44423 -3.61882
H -2.25403 -1.27342 -6.21496
C -0.08996 -0.32722 -1.46154
C 0.90982 0.05061 -0.33678
O 0.94367 1.41738 -0.05084
H -1.13171 -0.03956 -1.21527
H -0.05418 -1.35306 -1.53248
H 0.16385 0.12005 -2.42220
H 1.95810 -0.17373 -0.62064
H 0.85250 -0.64721 0.49778
H 0.96139 1.82012 -0.93669
C -3.09809 0.73855 0.59063
O -3.76213 1.93023 0.68384
H -2.04854 0.97218 0.33074
H -3.52989 0.14440 -0.22977
H -3.21575 -0.01477 1.48359
H -3.10260 2.63184 0.74370
C 2.62562 -1.65236 2.73450
O 3.60734 -2.64623 2.97169
H 1.78658 -1.70868 3.45499
H 2.18431 -1.87291 1.72827
H 3.04398 -0.67429 2.77806
H 4.33009 -2.34921 3.50163
C 4.66376 -0.45866 0.36427
O 4.28119 -0.69712 -0.93785
H 4.56929 -1.42127 0.87604
H 3.96186 0.20663 0.91792
H 5.68353 -0.08345 0.51329
H 4.29260 0.13095 -1.41544
C -2.47760 2.43777 -2.56732
O -1.41926 3.08777 -1.77700
H -2.02802 1.68095 -3.16357
H -3.04141 3.05389 -3.25591
H -3.21780 2.06213 -1.87353
H -0.63531 2.94256 -2.27735
C -2.86678 -2.82090 0.64517
O -2.52582 -2.19641 -0.55111
H -3.41406 -3.69898 0.52870
H -3.39503 -2.16741 1.33455
H -2.00669 -3.05947 1.25682
H -1.59210 -2.07181 -0.57125
C 0.33727 -4.17294 -0.92258
O 1.06618 -3.21598 -0.09941
H 0.55893 -5.18025 -0.64642
H 0.51275 -4.13660 -1.99027
H -0.69250 -3.96854 -0.80721
H 1.99014 -3.34756 -0.45694
```

Values from the calculation:
frontier orbital gap	7.670	eV
highest occupied orbital energy	-8.3	eV
SMILES	NC(N)=O.NC(N)=O.NC(N)=O.NC(N)=O.CCO.CCO.CO.CO.CO.CO.CO.CO



*2*
# C14H52N8O12

12 unconnected molecules or ions with the total composition C14H52N8O12 (wB97M-V/def2-TZVPD, the OMol25 dataset).

```
86
C14H52N8O12, DFT wB97M-V/def2-TZVPD
N -3.83843 0.08713 -1.67064
C -2.86843 -0.05387 -0.80364
N -2.36843 -1.23087 -0.76764
O -2.46643 1.05813 0.01236
H -4.26743 0.99413 -1.88764
H -4.18143 -0.76087 -2.19664
H -1.43943 -1.19987 -0.21264
H -2.73143 -2.11887 -1.06064
N -1.73743 -1.62387 -3.31964
C -0.93443 -2.58787 -3.46364
N -0.90843 -3.36687 -2.37064
O -0.40343 -2.90087 -4.71264
H -2.04743 -1.00487 -4.14464
H -1.94243 -1.26287 -2.33464
H -0.43643 -4.27987 -2.51564
H -0.79243 -2.96887 -1.40164
N 2.11857 -3.56187 0.43536
C 2.56457 -3.46487 -0.77864
N 3.10157 -4.58987 -1.27164
O 2.24357 -2.35687 -1.57864
H 1.89157 -2.57787 0.76936
H 2.42157 -4.15487 1.24536
H 3.30257 -4.54487 -2.26464
H 3.45757 -5.38387 -0.68164
N 0.43257 -0.38487 -0.73764
C 0.72057 -0.18687 0.50536
N 0.12857 0.77013 1.14136
O 1.64657 -0.93387 1.24136
H 0.94257 -1.12487 -1.24264
H 0.10957 0.31313 -1.35064
H 0.17757 0.88713 2.17236
H -0.77043 1.12613 0.78836
C -0.58943 -2.82387 2.54836
C -1.35643 -3.74187 1.48336
O -0.56743 -3.57487 0.38036
H -1.04843 -3.05187 3.62736
H -0.78743 -1.78287 2.27136
H 0.48257 -3.10487 2.61336
H -2.39643 -3.45987 1.29136
H -1.51443 -4.73887 1.72936
H 0.30457 -3.90187 0.55136
C 0.63957 1.05013 -3.85164
C 1.01657 1.83313 -2.68064
O -0.05143 2.24513 -1.92764
H 1.55757 0.96513 -4.39864
H -0.07243 1.60913 -4.44264
H 0.20657 0.08713 -3.64364
H 1.55257 2.78713 -2.90864
H 1.75557 1.30513 -1.93064
H 0.39657 2.68713 -1.18564
C -2.26943 -0.15487 4.63936
O -1.30843 -0.88587 5.41236
H -1.89843 0.04913 3.60936
H -2.60143 0.84413 5.15536
H -3.12743 -0.84987 4.55836
H -1.74143 -1.06087 6.28236
C 4.69657 -0.25587 1.82836
O 4.01657 0.18613 3.01436
H 4.20657 -1.04487 1.30236
H 5.69957 -0.60387 1.98636
H 4.72757 0.57013 1.08736
H 3.09757 0.03613 2.83636
C -2.22443 4.31913 0.49936
O -3.43943 3.67813 0.27436
H -2.28943 5.36413 0.83436
H -1.68343 4.42113 -0.47264
H -1.60443 3.81613 1.21536
H -3.28943 2.70913 0.12836
C 1.71257 2.33513 3.56736
O 0.87957 1.22113 3.65836
H 1.27457 3.18413 3.03636
H 2.62357 2.12613 2.96236
H 1.92757 2.77813 4.59236
H 1.20857 0.60913 4.34136
C 2.64557 2.83213 0.19736
O 1.24357 3.08813 0.43836
H 3.13057 3.56913 0.92436
H 2.81157 3.01613 -0.82764
H 2.91957 1.79113 0.53336
H 0.94257 2.23313 0.77436
C -2.26843 3.39513 -4.16464
O -2.29343 2.17213 -3.46364
H -2.83043 3.30013 -5.04264
H -1.30143 3.90813 -4.33764
H -2.79543 4.15113 -3.47864
H -1.45143 2.15413 -2.97164
```

Values from the calculation:
frontier orbital gap	8.943	eV
highest occupied orbital energy	-8.7	eV
SMILES	NC(N)=O.NC(N)=O.NC(N)=O.NC(N)=O.CCO.CCO.CO.CO.CO.CO.CO.CO



Relative energies, unit eV: *1* 0.482; *2* 0.000



*1*
# C28H18F15GeNO8P2ReS

A molecular structure, C28H18F15GeNO8P2ReS (wB97M-V/def2-TZVPD, the OMol25 dataset).

```
75
C28H18F15GeNO8P2ReS, DFT wB97M-V/def2-TZVPD
Re -0.52327 -0.69534 1.65934
C -2.91250 -4.59856 1.94989
C -1.42156 -4.26765 2.00777
O -0.60322 -5.39340 2.26603
P -0.80290 -3.65868 0.39179
O -1.49453 -4.43795 -0.76790
O 0.70656 -4.01306 0.26640
O -0.99450 -2.16088 0.26642
P -1.10179 -2.99118 3.28370
O 0.39197 -2.39650 2.80371
O -1.12057 -3.46382 4.65499
O -1.86235 -1.71613 2.80503
H -3.06696 -5.45887 1.29908
H -3.49959 -3.75131 1.59139
H -3.27651 -4.85259 2.94701
H -0.91306 -5.84853 3.06245
H -2.42994 -4.29344 -0.96982
H 0.94383 -4.95401 0.21570
H 1.19273 -2.77636 3.19580
O -0.20547 0.31295 3.50784
C -1.25884 1.11777 4.16630
C -1.15563 2.53308 3.65113
C -1.01965 2.59529 2.12551
C -2.13496 1.90568 1.39561
C -3.28785 2.61617 1.09766
C -4.31700 2.02612 0.39055
C -4.16823 0.71183 -0.02921
C -3.01335 0.04593 0.29746
N -2.01084 0.60901 1.01214
H 0.10490 -0.35090 4.14035
H -1.07215 1.05886 5.23693
H -2.21226 0.63687 3.94269
H -0.29623 3.03232 4.09915
H -2.04785 3.06863 3.98235
H -0.05799 2.17889 1.82458
H -1.01963 3.64004 1.81372
H -3.35343 3.64868 1.41185
H -5.21453 2.58375 0.15951
H -4.93210 0.20868 -0.60317
H -2.84868 -0.97419 -0.01000
F -0.35524 2.60154 -0.80865
C 0.74815 3.37855 -0.78377
C 1.99697 2.78907 -0.94761
C 3.08812 3.64491 -0.87535
F 4.32027 3.18320 -1.01018
C 2.94392 5.01147 -0.66809
F 4.00709 5.79074 -0.61318
C 1.67813 5.55598 -0.51036
F 1.52892 6.84506 -0.29747
C 0.56527 4.72684 -0.56431
F -0.65770 5.22242 -0.38375
Ge 1.91471 0.88274 -1.32816
S 1.37004 0.00245 0.76710
C 3.33022 -0.39894 -1.68618
C 2.85134 -1.69772 -1.84051
F 1.53406 -1.93637 -1.66971
C 3.66220 -2.77556 -2.12857
F 3.15164 -3.99599 -2.24559
C 5.02724 -2.56615 -2.27549
F 5.82221 -3.57810 -2.54760
C 5.54755 -1.28982 -2.12153
F 6.84597 -1.08784 -2.25339
C 4.70075 -0.22986 -1.82193
F 5.25255 0.96751 -1.68500
C 0.67522 0.71338 -2.81708
C 1.16914 1.18698 -4.02106
F 2.41263 1.69301 -4.04568
C 0.43316 1.16801 -5.19427
F 0.94170 1.62792 -6.32273
C -0.85742 0.65587 -5.16348
F -1.58391 0.62409 -6.26126
C -1.38276 0.17576 -3.96999
F -2.61745 -0.31630 -3.93026
C -0.60894 0.21370 -2.82574
F -1.14586 -0.26574 -1.69085
```

Values from the calculation:
net charge	+2
frontier orbital gap (spin up / spin down)	6.259 / 6.583	eV
highest occupied orbital energy (spin up / spin down)	-14.2 / -14.2	eV
<S²>	0.8278
2S+1	2



*2*
# C28H18F15GeNO8P2ReS

A molecular structure, C28H18F15GeNO8P2ReS (wB97M-V/def2-TZVPD, the OMol25 dataset).

```
75
C28H18F15GeNO8P2ReS, DFT wB97M-V/def2-TZVPD
Re -0.00872 0.08534 1.32519
C -4.13875 -1.82631 1.66909
C -3.46092 -1.05503 2.80097
O -4.20577 -1.03270 4.01671
P -1.92018 -1.84570 3.31032
O -1.54891 -1.31283 4.73822
O -2.23309 -3.37363 3.38068
O -0.72713 -1.55849 2.41024
P -3.15431 0.66633 2.22848
O -2.43278 1.39574 3.50050
O -4.38250 1.32311 1.80576
O -1.97770 0.49223 1.24893
H -4.43949 -2.81497 2.01306
H -3.47112 -1.93526 0.81303
H -5.01371 -1.26656 1.33593
H -5.15054 -1.05706 3.81373
H -2.26461 -1.37489 5.39332
H -1.50703 -4.00774 3.29022
H -3.05103 1.95692 3.99243
O 0.04999 1.57890 2.71414
C 1.25456 2.04132 3.40151
C 1.64999 1.13639 4.54186
C 1.69725 -0.35034 4.16735
C 2.52359 -0.67630 2.95424
C 3.86087 -1.01007 3.10755
C 4.63868 -1.32624 2.01024
C 4.05235 -1.31754 0.75270
C 2.72603 -0.98240 0.65057
N 1.96184 -0.64522 1.71660
H -0.79686 1.68970 3.21089
H 1.05256 3.05768 3.73447
H 2.00994 2.08156 2.61820
H 0.95021 1.25219 5.37186
H 2.62248 1.48197 4.90021
H 0.68603 -0.71723 4.03760
H 2.10558 -0.90917 5.00933
H 4.27939 -1.02786 4.10466
H 5.68208 -1.58474 2.13205
H 4.60927 -1.56527 -0.13934
H 2.24247 -0.95359 -0.31497
F -2.45340 -0.14640 -1.64611
C -2.57057 0.77419 -2.62141
C -1.42340 1.37355 -3.11932
C -1.57592 2.23943 -4.19418
F -0.51522 2.79450 -4.77542
C -2.82510 2.53417 -4.71376
F -2.94975 3.36216 -5.73520
C -3.95244 1.94134 -4.16379
F -5.14229 2.21185 -4.65528
C -3.82919 1.04200 -3.11351
F -4.89908 0.44160 -2.61290
Ge 0.26079 0.84430 -2.36074
S 0.51377 1.61553 -0.20704
C 1.85542 1.65033 -3.07153
C 2.99652 0.93105 -3.38927
F 3.02421 -0.40199 -3.21821
C 4.13658 1.54233 -3.87377
F 5.21244 0.83092 -4.17338
C 4.14766 2.92119 -4.03194
F 5.22852 3.51738 -4.48770
C 3.03372 3.67607 -3.69061
F 3.06121 4.99113 -3.81377
C 1.91374 3.02981 -3.20464
F 0.86626 3.76751 -2.82059
C 0.24652 -1.10077 -2.46364
C 0.33915 -1.63969 -3.73873
F 0.53317 -0.81792 -4.77035
C 0.22680 -2.99717 -3.98827
F 0.32444 -3.46945 -5.21332
C 0.00412 -3.86510 -2.92756
F -0.10652 -5.15843 -3.13968
C -0.09999 -3.36621 -1.63741
F -0.30951 -4.17770 -0.60854
C 0.02167 -2.00554 -1.45789
F -0.06435 -1.59824 -0.12903
```

Values from the calculation:
net charge	+2
frontier orbital gap (spin up / spin down)	6.079 / 6.517	eV
highest occupied orbital energy (spin up / spin down)	-14.1 / -14.1	eV
<S²>	0.7733
2S+1	2



Relative energies, unit eV: *1* 0.282; *2* 0.000